(1)
Computed, not measured: C39H32N3O2PtTe as an isolated structure, with ωB97M-V with the def2-TZVPD basis set.

As for the spin multiplicity: 1. Its net charge is +1. For the gap between HOMO and LUMO, the calculation gives 6.5780 eV. For the total energy, the calculation gives -60063.167 eV. The calculation puts the HOMO energy at -0.358 hartree.

Last column: Löwdin charge in e.
Positions of all 78 atoms, in Å:
C (-6.2536, -2.2321, -0.9158)  -0.027
H (0.5344, -5.4136, -0.4801)  0.103
H (5.7802, 2.3195, -1.8523)  0.078
C (-4.7481, -0.4207, -1.2123)  -0.123
H (-1.8975, 2.1130, 4.0376)  0.101
H (-2.2729, 3.0076, -1.0077)  0.120
C (-2.8991, 1.9346, 0.7499)  -0.424
N (-1.0746, 1.2711, -0.7989)  -0.131
C (2.8988, -2.3477, 0.8380)  -0.030
C (-5.1538, -3.0519, -0.7619)  0.009
C (4.8484, 2.8275, -1.6088)  -0.039
C (-6.0479, -0.8855, -1.1542)  -0.026
H (2.8132, -5.2764, 2.5230)  0.108
Te (-2.4530, 0.0926, 1.7420)  1.399
C (2.8887, -4.5900, 1.6900)  -0.072
H (-3.9767, 2.0848, 0.7679)  0.053
H (4.9109, 0.0873, -1.8297)  0.136
H (0.5557, -2.9392, -0.4512)  0.085
C (1.6372, 1.0754, 2.8676)  -0.070
H (-1.6752, -6.5881, -0.6752)  0.123
H (2.3548, 2.4827, 4.3161)  0.111
C (3.2202, -4.2009, -0.6621)  -0.020
C (-2.6707, -3.3584, -0.7316)  -0.189
Pt (-1.2783, -0.7122, -0.6934)  1.005
C (-0.1946, 4.2487, -1.8401)  -0.033
C (2.7871, -3.2226, 1.9084)  -0.060
C (0.0346, 1.9390, -0.8687)  -0.165
H (0.0928, 3.1376, 5.0643)  0.111
H (-7.2528, -2.6394, -0.8471)  0.122
C (-0.7517, 0.8811, 2.6895)  -0.546
C (-0.9095, 1.8249, 3.7006)  -0.146
C (3.7218, 1.8413, -1.4589)  -0.246
C (0.0058, 5.3570, 0.7014)  -0.052
C (0.2122, 2.4030, 4.2792)  -0.076
H (4.6436, 3.5442, -2.4050)  0.085
C (-0.0396, 3.4279, -0.7302)  -0.231
C (0.5172, 0.4992, 2.2804)  -0.152
C (-3.8762, -2.5106, -0.8607)  -0.217
C (-2.7579, -4.7414, -0.7472)  0.008
C (0.0700, 3.9793, 0.5416)  -0.018
H (2.8541, -1.2806, 0.9996)  0.104
C (1.4837, 2.0309, 3.8613)  -0.072
H (0.6232, -0.2355, 1.4945)  0.064
O (0.6409, -0.9501, -1.2152)  -0.230
C (-1.6120, -5.5087, -0.6562)  -0.019
C (-0.2547, 5.6241, -1.6742)  -0.057
H (-3.7171, -5.2226, -0.8513)  0.111
C (-0.3949, -4.8690, -0.5489)  -0.007
H (5.0074, 3.3926, -0.6895)  0.083
H (0.0924, 5.7874, 1.6901)  0.111
H (-0.2045, 7.2518, -0.2785)  0.109
H (-2.4368, 2.6994, 1.3729)  0.048
H (-4.5727, 0.6295, -1.3784)  0.094
C (2.9045, -0.4520, -1.4469)  -0.079
C (1.5761, -0.0313, -1.2075)  -0.283
O (3.9119, -2.2569, -2.5775)  0.128
C (-0.1579, 6.1789, -0.4043)  -0.066
C (-2.3543, 1.9755, -0.6701)  -0.284
H (3.4144, -4.5571, -1.6655)  0.125
N (-3.6735, -1.2031, -1.0731)  0.018
C (1.3505, 1.3576, -1.0632)  -0.070
H (-5.2950, -4.1008, -0.5549)  0.111
H (0.2201, 3.3326, 1.4006)  0.108
C (-0.3659, -3.4879, -0.5292)  -0.068
C (3.0996, -2.8312, -0.4491)  -0.161
H (2.6408, -2.8386, 2.9098)  0.108
C (3.3098, -1.8890, -1.5945)  -0.298
H (-6.8727, -0.2008, -1.2893)  0.118
H (2.2507, 3.3087, -1.0714)  0.125
H (-3.0216, 1.4741, -1.3599)  0.073
H (2.6280, 0.7882, 2.5376)  0.108
N (-1.4762, -2.7408, -0.6221)  -0.069
H (3.2155, -6.1421, 0.2440)  0.110
C (3.9216, 0.4686, -1.6030)  0.050
C (3.1128, -5.0768, 0.4067)  -0.083
H (-0.3713, 6.2644, -2.5380)  0.111
H (-0.2602, 3.8131, -2.8296)  0.132
C (2.4387, 2.2491, -1.1802)  0.035


(2)
Computed, not measured: C39H33BaBrN7O6 as an isolated structure, with ωB97M-V with the def2-TZVPD basis set.

The calculation puts the energy relative to the best compared isomer or geometry (same formula, charge and spin) at 0.0 kJ/mol. As for the spin multiplicity: 1. Its net charge is +1. For the gap between HOMO and LUMO, the calculation gives 8.4765 eV. For the total energy, the calculation gives -134428.762 eV. The calculation puts the HOMO energy at -0.392 hartree.

Last column: Löwdin charge in e.
Positions of all 87 atoms, in Å:
H (-0.7226, 6.8014, -0.0073)  0.112
C (-4.6341, -0.7950, 3.0326)  -0.040
C (-2.1852, 3.5410, -1.3266)  -0.278
C (-1.6419, -2.6696, 0.5528)  -0.122
C (3.4802, -1.2245, 4.6728)  -0.674
O (1.9431, 2.0709, -0.6256)  -0.230
O (0.6196, 1.1918, -2.1828)  -0.241
C (-3.0707, -0.1008, -1.6331)  -0.130
C (2.1156, -4.8122, 0.1774)  -0.198
O (0.9173, 2.9516, -6.7204)  0.079
Ba (-0.1278, 0.9093, 0.1851)  2.062
C (-3.4243, -0.7470, 3.7048)  -0.047
C (2.6495, -3.5328, 1.8370)  -0.228
H (1.5247, -7.1470, -2.1611)  0.106
C (4.1343, 4.1483, -3.5360)  -0.044
H (-3.4338, 4.7276, -2.6050)  0.121
C (-4.7663, -0.0922, 1.8456)  -0.012
C (2.1759, -0.0333, 3.0605)  -0.205
H (-3.6806, 2.5014, 0.3780)  0.130
C (2.8708, -5.5929, 1.0600)  -0.175
O (1.4467, -1.1044, 1.0914)  -0.124
C (2.6518, -7.4606, -0.3609)  -0.078
C (2.7419, -2.3535, 2.6922)  -0.060
H (1.0376, -4.7576, -1.6903)  0.114
H (1.2178, 3.0510, 2.6194)  0.084
C (-2.6753, 2.2294, -1.8924)  -0.145
C (3.1552, -6.9301, 0.8102)  -0.011
H (-4.8113, -2.1780, -1.4620)  0.119
C (-3.9146, -2.3459, -0.8799)  -0.013
C (-2.1437, 5.9319, -1.3777)  -0.037
C (2.8598, -0.0485, 4.2604)  -0.045
C (-1.1622, 5.8961, -0.4007)  -0.042
H (3.7424, -7.5277, 1.4945)  0.114
H (0.0175, 4.5924, 0.8273)  0.106
H (3.9163, -3.2639, 4.2656)  0.104
H (-4.4822, -4.3083, -0.2193)  0.116
N (-2.5176, 0.6815, 2.0118)  0.034
Br (4.4129, -1.2377, 6.3170)  0.779
H (-2.3760, -4.6052, 1.1046)  0.112
H (-2.4981, 6.8754, -1.7707)  0.117
O (2.6118, 4.1264, -7.3356)  0.086
H (1.3251, 2.3000, 4.2274)  0.104
H (-4.0809, -0.0696, -2.0660)  0.132
C (-3.8016, 1.4532, 0.0982)  -0.118
C (-2.9318, -1.3674, -0.8233)  -0.276
H (-2.3665, -0.1629, -2.4676)  0.138
N (3.2013, -4.7456, 2.1049)  0.185
H (3.7576, -4.9851, 2.9066)  0.161
C (-3.7304, -3.5308, -0.1868)  -0.042
C (3.4247, -2.3680, 3.9116)  -0.070
C (2.1207, -1.1823, 2.2640)  -0.190
H (-1.9616, 1.9125, -2.6584)  0.127
H (-3.6397, 2.4028, -2.3909)  0.136
C (2.4898, 3.4894, -5.1287)  -0.130
C (1.8195, 2.7388, -4.1829)  0.064
H (-3.2729, -1.2749, 4.6358)  0.111
N (-2.7776, 1.1429, -0.9074)  -0.245
H (-1.4359, 0.0638, 3.6470)  0.110
N (1.9523, 3.5468, -6.4994)  -0.354
C (3.6443, 4.1933, -4.8319)  0.009
N (-1.8073, -1.5295, -0.1181)  0.040
C (1.6153, -5.3600, -1.0017)  -0.009
H (0.9312, 2.1856, -4.4473)  0.126
H (1.4923, -2.0278, 0.6614)  0.066
H (3.8281, 3.3794, -1.5475)  0.119
H (2.7979, 2.5344, 3.2386)  0.114
H (5.0363, 4.6887, -3.2839)  0.111
H (2.9193, 0.8302, 4.8849)  0.106
C (3.4667, 3.4147, -2.5658)  0.001
N (1.9994, -3.5311, 0.6930)  0.148
C (2.3127, 2.7085, -2.8887)  -0.118
H (-5.6957, -0.1117, 1.2918)  0.120
C (1.8928, -6.6874, -1.2539)  -0.080
C (1.5881, 1.9278, -1.8287)  -0.685
C (-2.6655, 4.7372, -1.8434)  -0.003
C (-3.6870, 0.6350, 1.3642)  -0.280
C (-2.4004, 0.0034, 3.1521)  -0.134
C (1.7328, 2.3015, 3.2152)  -0.042
H (-5.4621, -1.3709, 3.4245)  0.116
O (1.5067, 1.0516, 2.5685)  -0.202
H (-0.7179, -2.7670, 1.1114)  0.097
C (-0.7527, 4.6614, 0.0669)  -0.120
H (-4.8105, 1.3419, -0.3237)  0.134
C (-2.5695, -3.6987, 0.5485)  -0.041
H (2.8490, -8.4969, -0.5990)  0.107
H (4.1363, 4.7599, -5.6088)  0.122
N (-1.2473, 3.5042, -0.3763)  0.018